# C72H168B3F12N3O3P3

A 9-piece molecular cluster, C72H168B3F12N3O3P3 overall at a distorted geometry (ωB97M-V/def2-TZVPD, OMol25).

Computed properties:
- Orbital gap: 0.3873 hartree
- Total charge: +3
- Maximum force: 4.0 eV/A
- Highest occupied orbital energy: -0.5317 hartree
- E_LUMO: -3.9 eV

The geometry in XYZ format:
```
264
Properties=species:S:1:pos:R:3:forces:R:3:lowdin_charge:R:1
H 17.61962 17.60776 18.64221 -0.987 0.875 -0.171 0.12
H 20.25688 19.71166 24.55814 1.010 1.497 -0.769 0.13
H 19.25725 11.54824 29.70605 0.613 -0.817 -0.547 0.11
C 27.28820 16.68553 17.82624 -0.071 -0.118 -1.074 -0.21
H 13.58984 21.84112 31.58574 -0.754 0.044 -0.455 0.12
C 24.15901 14.27891 28.11286 1.275 0.197 1.935 -0.26
C 20.43362 14.54787 25.26800 -0.403 1.699 1.319 -0.25
C 15.76080 24.24577 17.98010 -0.474 -0.096 0.672 -0.23
H 15.13319 18.88137 31.18192 -0.287 -0.505 -0.085 0.10
C 20.92240 24.43182 20.76688 1.592 1.138 -0.794 -0.08
H 11.99443 21.47214 30.70421 0.746 0.477 -0.111 0.13
H 18.83498 19.83206 29.84423 0.851 0.456 -0.530 0.06
H 20.40186 19.88015 31.68117 -0.029 0.341 0.257 0.11
H 22.16608 22.75849 23.20137 0.411 -0.131 1.325 0.12
H 17.46182 20.83843 23.88922 -0.615 -0.602 -0.609 0.08
C 12.53977 21.36682 17.18355 -0.307 0.296 1.646 -0.04
H 21.04812 25.52015 20.81473 -0.122 -0.156 -0.292 0.10
H 21.51659 12.97123 26.08804 1.022 -0.457 0.509 0.08
H 17.87483 25.82884 17.36557 -0.331 0.244 -0.350 0.09
H 15.69754 15.80779 26.29124 -0.023 1.067 0.045 0.09
H 10.77744 25.18245 17.01573 1.014 0.194 0.196 0.10
H 22.87246 19.30829 24.61504 -1.078 0.559 -1.711 0.11
H 22.68931 11.07580 23.22136 1.303 1.024 -0.681 0.10
H 19.93909 9.20284 29.45252 0.743 -0.177 -0.105 0.12
H 19.26317 18.99737 22.83894 -0.040 0.396 -0.045 0.12
H 25.01874 17.42992 16.06996 -0.178 0.483 -0.186 0.07
H 19.61048 16.48181 15.99895 -0.417 0.327 -0.209 0.12
C 15.99283 18.17658 27.80182 -3.380 0.417 2.052 -0.24
H 20.60732 18.52147 18.41204 0.826 0.328 0.286 0.08
H 22.62228 10.08204 28.08231 1.005 1.128 0.374 0.04
C 20.09110 11.22793 29.02258 0.390 1.548 0.553 -0.24
H 28.32069 16.37234 18.04859 -0.262 -0.145 -0.371 0.10
H 24.26160 13.38719 27.54158 0.326 -0.878 -0.468 0.09
F 24.24744 17.71239 20.18006 0.423 0.069 0.039 0.13
C 25.94568 18.01175 16.06567 -0.306 -0.995 0.244 -0.11
H 22.11370 8.49163 28.42940 -0.311 0.491 -0.375 0.10
H 22.65858 18.80713 16.15822 0.497 -0.512 0.407 0.07
H 15.96919 22.44815 29.29804 -0.553 -0.104 -0.116 0.11
C 26.12353 18.14201 23.19470 0.980 -1.523 -0.573 -0.24
H 18.04708 20.67553 32.13668 0.141 -0.280 0.044 0.11
C 19.23542 16.66793 19.28014 0.989 0.518 0.051 -0.04
H 20.60323 15.95110 23.00523 0.408 -1.448 0.031 0.10
F 18.81345 18.91746 26.00939 -0.732 0.563 -0.521 0.10
H 30.00495 13.12342 21.03670 0.335 -0.867 0.059 0.11
H 18.08660 18.30225 30.02284 -0.284 0.751 0.574 0.10
C 23.69844 12.54701 21.80619 0.132 -0.213 0.575 -0.25
C 18.37286 23.88519 29.33655 1.279 -0.379 -0.822 -0.24
C 18.03817 22.45413 28.89040 0.353 -0.029 0.283 -0.23
N 20.32783 20.89637 22.75605 -3.312 -0.458 -0.559 -0.24
H 19.00058 24.42540 28.57338 -0.208 -0.849 0.684 0.13
H 26.86847 16.14266 15.68461 0.058 -0.371 0.145 0.10
H 17.67613 19.00682 32.55418 -1.077 -0.581 0.400 0.10
H 16.58936 15.46940 29.88937 0.425 -0.439 0.898 0.12
C 24.94256 14.32620 20.49178 -1.201 -1.500 0.276 -0.25
H 23.88565 11.83040 21.01624 -0.026 0.251 -0.741 0.11
H 15.44290 20.20914 27.71297 1.127 -0.151 0.033 0.12
H 17.44625 15.68353 31.45964 -0.562 -0.295 0.280 0.09
C 18.27082 19.61848 31.92577 0.838 0.179 -1.902 -0.21
H 23.83820 12.17954 23.99470 0.110 -0.093 -0.522 0.06
H 13.85609 25.80823 17.23303 -0.378 -0.339 0.228 0.14
C 12.93718 21.06968 31.11918 -0.619 0.912 0.132 -0.30
H 27.88612 16.57434 21.40792 0.591 -0.008 0.371 0.08
H 25.88974 18.74361 16.83578 -0.042 0.586 0.896 0.06
H 18.36194 24.17658 17.75072 -0.423 0.194 -0.327 0.09
P 16.56076 20.17577 29.73541 0.886 -0.905 -0.722 0.98
H 27.21639 18.45606 23.18744 -1.439 -0.002 -0.230 0.14
H 20.05402 23.40782 30.59965 -0.715 0.217 0.267 0.09
H 23.26124 20.37656 15.76940 -0.418 0.463 -0.021 0.10
C 15.46376 18.06856 26.36184 2.169 -0.641 0.289 -0.22
H 20.79374 17.51117 32.89391 0.222 0.047 -0.044 0.09
H 12.87059 24.93514 18.59618 0.232 1.288 -2.137 0.18
H 15.34527 20.56306 31.52716 -0.167 0.160 0.779 0.08
C 20.95082 13.95262 23.99113 -0.539 0.983 -0.417 -0.27
H 18.55146 23.60717 31.61138 -0.138 -0.574 -0.832 0.07
F 22.85620 17.17598 18.42003 0.135 0.348 -0.076 0.08
H 11.40387 23.26685 16.62096 0.720 -1.243 0.179 0.13
H 15.98240 13.39971 31.31815 -1.356 0.241 0.654 0.06
C 13.81530 23.62641 15.61269 0.964 1.417 0.958 0.04
C 20.61207 14.82760 22.79378 -1.479 1.380 0.496 -0.09
C 13.74136 20.38832 30.06359 1.133 -2.751 0.830 -0.21
C 19.07324 23.93104 30.68852 0.751 0.197 0.605 -0.10
C 18.72366 15.18308 29.90096 -0.642 0.620 -0.265 -0.23
C 20.09116 17.87019 32.15174 -0.763 -1.524 0.210 -0.12
H 11.77534 19.36716 31.87083 0.426 0.588 0.313 0.09
H 12.98495 21.04628 16.29706 0.005 -0.534 -1.802 0.07
O 16.49216 24.28598 16.79528 0.338 0.496 0.173 -0.18
C 12.46679 20.16914 32.21176 1.951 -2.075 1.788 -0.12
H 29.45036 10.52319 21.64590 0.280 -0.434 -0.018 0.07
H 23.84940 13.95118 29.10082 -0.003 -0.083 0.365 0.10
H 13.03529 23.99615 15.00248 -0.984 -0.547 -0.853 0.09
H 22.13155 12.15261 28.75896 -0.393 0.033 -0.085 0.08
O 21.18458 20.15036 16.15636 0.719 0.632 -1.027 -0.17
C 25.60634 18.06738 24.60944 1.128 -0.634 0.555 -0.13
H 17.79427 22.38891 27.85046 -0.009 0.166 -0.811 0.10
C 15.80803 16.73998 25.67177 -1.192 -0.726 1.276 -0.08
H 20.96283 15.51130 25.45488 -0.066 -0.668 0.131 0.11
H 27.18569 17.66682 18.33367 -0.245 -0.686 0.068 0.11
H 14.00666 21.00115 29.23590 -0.045 0.712 -0.682 0.07
H 13.23733 21.06320 17.93660 0.678 0.276 0.701 0.08
H 16.45263 18.41298 14.98704 -1.154 0.434 -0.476 0.08
H 20.20737 16.28468 19.00953 0.326 -0.345 0.083 0.08
O 21.12104 24.01767 22.11714 -0.491 0.357 -0.897 -0.16
C 22.22760 19.49085 23.66926 0.380 0.396 0.701 -0.04
C 22.56914 19.84903 16.42603 -1.079 -0.695 -1.705 -0.04
H 28.54961 14.33059 19.57770 -0.096 -0.673 0.156 0.11
H 11.65078 26.71074 17.04636 0.077 -0.194 -0.384 0.10
H 21.26432 9.96740 30.32925 0.249 -0.083 0.169 0.11
C 15.09833 19.86160 30.74206 -0.116 1.383 -1.138 -0.24
P 26.41999 15.22178 20.08982 0.254 1.328 1.159 1.02
C 19.86532 19.16992 17.99766 -2.393 0.747 0.774 -0.05
H 15.48720 25.23410 18.33854 -0.082 0.454 -0.097 0.12
H 27.33269 13.41587 22.32430 0.771 0.439 -0.280 0.09
H 26.32491 17.56977 25.31229 -0.443 0.299 -0.701 0.09
H 19.82462 22.72083 23.58578 0.028 0.395 0.106 0.11
C 20.36888 20.38669 17.23325 0.380 0.523 1.655 -0.23
C 21.74232 9.52031 28.23097 -0.483 -2.038 0.665 -0.10
C 20.79045 9.90281 29.35733 -1.144 0.703 -0.211 -0.25
H 20.76685 17.13160 17.03086 0.801 0.019 0.152 0.08
H 27.82325 11.12353 21.77928 0.026 -0.224 -1.015 0.08
H 21.30094 14.64830 22.02110 0.796 -0.005 -1.210 0.02
F 19.99798 19.42364 27.90934 -0.196 0.117 0.328 0.13
H 24.94714 16.63526 22.26629 -0.547 -0.374 -0.046 0.09
H 14.43796 18.28938 26.28057 -1.397 0.221 0.270 0.09
H 11.90445 23.16461 18.27928 -0.185 -0.906 -0.150 0.14
H 17.65726 13.08296 31.59852 -0.020 0.152 0.004 0.09
C 16.36564 19.64892 28.05356 -0.786 -0.429 -1.614 -0.28
H 26.66124 17.54549 20.63762 -0.018 -0.363 0.349 0.09
H 17.47794 24.43710 29.27341 -1.332 0.822 0.455 0.09
C 17.81834 24.80346 17.00687 0.334 -1.672 -0.535 -0.06
H 22.02820 13.84081 24.02911 0.343 -0.001 0.290 0.09
H 22.74372 13.02374 21.61007 -0.174 0.089 0.067 0.09
H 14.10590 23.18097 18.92275 0.722 0.183 -0.831 0.16
C 19.59497 19.71263 22.07964 0.344 0.621 0.195 0.05
C 23.08940 15.11698 27.50216 -1.338 1.268 -0.242 -0.23
F 22.30841 16.55285 20.49937 -0.262 -0.824 0.878 0.12
H 14.61156 24.33306 15.46664 0.556 0.309 -0.004 0.10
F 20.74849 17.90871 26.41141 0.688 -0.794 0.013 0.13
H 18.39168 19.64369 15.86297 -0.157 -0.305 0.298 0.14
H 16.81887 16.77232 25.39607 1.451 -0.068 -0.726 0.04
H 16.98513 16.92226 15.73038 -0.126 -0.239 0.109 0.08
C 18.04400 19.36425 30.37845 -0.910 -0.526 1.335 -0.22
C 17.91078 18.80222 16.38347 1.066 -0.026 0.353 -0.15
H 11.68506 20.82267 17.51779 -0.904 -0.636 -0.589 0.10
H 18.64945 15.90553 19.75861 -0.092 -0.397 0.388 0.09
H 17.93339 16.37839 17.47130 0.784 0.125 0.661 0.14
H 18.01510 17.83143 14.56443 -0.485 -0.580 0.011 0.10
H 17.19349 19.18758 17.06683 -0.256 0.307 0.738 0.10
H 26.39051 14.40158 28.65733 -0.951 0.214 -0.333 0.09
C 17.28298 17.89796 15.38398 1.604 -0.167 -0.932 -0.05
H 18.70629 15.00094 27.68063 -0.464 0.479 0.382 0.09
B 19.61929 18.41458 27.02924 -0.246 0.090 -0.089 -1.32
H 25.78809 15.19351 27.19176 0.600 0.668 -0.421 0.05
H 25.46910 15.91978 28.82356 0.003 -0.126 -0.411 0.08
H 11.85635 25.53728 15.70471 0.043 0.443 -0.805 0.07
C 25.98571 16.72769 22.52456 1.211 0.317 0.717 -0.25
H 17.79707 22.40545 24.50111 -0.415 0.321 0.669 0.09
C 18.93804 14.44601 28.59771 0.260 -1.398 -1.532 -0.27
H 22.75922 20.00025 22.84416 0.489 -0.649 0.758 0.07
H 19.83468 12.74817 26.15982 0.250 0.176 0.533 0.11
H 25.44896 18.77190 22.60374 0.616 0.369 0.004 0.10
C 24.85036 13.55904 21.85046 0.274 -1.397 -2.189 -0.22
H 25.24306 16.20234 18.16234 0.955 -1.258 0.525 0.12
H 16.68962 17.48736 28.17529 1.699 -0.780 -0.604 0.06
H 21.92836 20.85963 21.48483 -0.314 0.442 -0.324 0.11
C 27.74243 13.98458 20.24247 -0.509 0.973 1.004 -0.25
H 21.95692 15.50586 29.31404 -0.211 0.238 0.306 0.10
N 19.01034 18.11665 17.20673 0.410 2.638 -0.660 -0.23
H 15.15825 16.52157 24.84260 -0.054 0.258 -0.671 0.06
P 20.60676 13.93183 28.13945 0.320 -0.754 -0.273 1.01
F 18.83844 17.42419 27.68701 0.733 -0.078 0.148 0.09
F 18.01525 22.10375 19.79399 -0.017 0.191 -0.168 0.09
H 25.72850 12.92040 21.98644 -0.084 0.332 -0.034 0.08
C 23.67940 11.64450 23.03476 -1.743 -0.701 1.626 -0.12
H 14.26957 22.66811 15.43939 -0.518 -0.489 -0.270 0.11
F 15.77255 21.52967 19.75969 -0.919 0.571 0.764 0.16
C 26.23600 15.65495 18.33376 -0.739 2.782 0.949 -0.25
H 16.92023 22.25798 30.71498 0.087 -0.065 -0.157 0.10
H 18.64077 20.95249 25.10295 0.552 -0.138 1.084 0.04
H 19.24660 19.64846 18.84677 0.602 -1.245 -1.303 0.15
C 21.16037 21.61393 21.72962 0.882 -1.431 -0.799 -0.09
H 18.87281 16.24482 29.59986 -0.155 -0.561 0.658 0.08
H 19.39695 17.51365 19.98305 -0.142 -0.688 -0.314 0.09
C 16.85194 21.93764 29.66099 -0.561 0.534 1.424 -0.28
H 23.98709 14.87450 20.32178 0.842 -0.061 -0.038 0.11
H 29.79428 12.78004 22.72920 -0.536 -0.988 -0.778 0.13
C 18.24149 21.45549 24.26628 0.482 0.525 -1.153 -0.04
F 22.20574 18.73686 19.99609 -0.207 0.859 0.028 0.12
H 19.29925 24.94563 31.00366 0.219 0.358 -0.439 0.07
H 28.57310 14.69861 22.10031 0.096 -0.430 0.201 0.10
H 19.81724 19.60790 33.40544 0.095 -0.421 -1.977 0.15
H 18.28135 24.61391 16.02061 0.103 0.701 0.625 0.11
C 20.62998 13.49338 26.37132 -1.648 -0.165 -0.351 -0.27
H 18.41762 13.48787 28.44099 -0.334 0.200 0.487 0.09
H 26.06806 18.56834 15.16614 -0.099 0.130 -0.968 0.07
H 25.00248 13.49240 19.75164 -0.314 0.643 0.010 0.11
H 20.32678 19.23969 21.46094 0.532 -0.473 -0.430 0.07
H 19.59751 14.65490 22.39495 0.324 -0.223 0.217 0.08
H 19.36417 14.89742 25.24609 0.766 -0.647 -0.345 0.13
H 21.88887 18.51975 23.31103 0.136 -0.072 -0.070 0.07
H 16.96627 12.99351 30.00290 0.015 -0.264 -0.387 0.06
C 11.75865 25.65679 16.76243 -0.985 0.010 0.820 -0.06
H 19.21207 17.24101 32.19478 -0.522 -0.349 0.688 0.06
C 21.00685 20.36706 23.98402 -0.086 -1.379 0.530 -0.16
C 29.29154 12.64644 21.72981 0.664 2.404 0.616 -0.27
H 22.93439 14.75252 26.51543 -0.763 -0.610 -0.898 0.07
C 13.00854 25.13527 17.43593 -0.497 -0.509 2.467 -0.18
H 18.76767 20.04625 21.44077 0.278 0.189 0.420 0.09
C 17.32823 15.00808 30.61018 0.328 0.776 -1.736 -0.22
H 22.78556 20.03017 17.43240 0.501 0.124 1.613 0.07
H 25.51803 19.08218 24.95326 -0.678 0.306 0.551 0.07
C 26.82638 16.64123 21.25755 -1.071 -0.027 -1.864 -0.24
B 17.03518 21.17196 19.37502 0.225 0.117 -0.060 -1.35
C 28.20518 13.73772 21.71593 -0.607 0.060 -0.540 -0.25
H 13.21744 19.48054 29.68014 0.252 0.710 0.066 0.13
H 20.87709 20.94568 18.06300 0.193 -0.354 -0.455 0.14
H 23.47684 16.08535 27.22355 0.084 0.756 0.560 0.11
H 20.54792 12.96017 23.91400 -0.252 -0.633 -0.474 0.11
H 18.65815 22.23564 22.33508 0.748 -0.281 0.061 0.14
H 24.40950 10.83945 22.97742 0.296 0.172 -0.059 0.07
H 14.93382 22.33446 17.57528 -0.451 0.638 0.030 0.13
C 19.99094 17.44166 16.35892 0.891 -1.498 -1.094 -0.01
H 21.15310 16.20187 27.85702 0.263 -0.334 0.207 0.08
B 22.91933 17.56315 19.78809 -0.069 -0.448 -0.770 -1.34
H 26.22152 14.66250 17.94059 0.169 -0.500 -1.182 0.09
H 20.56532 21.76403 20.78998 0.167 -0.059 1.069 0.15
H 27.19485 13.11082 19.94346 0.376 -0.781 -0.863 0.08
C 28.78843 11.28203 21.26571 0.773 0.984 0.991 -0.08
C 25.55476 15.00475 28.22231 -0.751 -0.967 0.435 -0.07
C 12.19150 22.80627 17.27281 0.231 2.944 0.533 -0.13
C 21.88065 22.87165 22.19109 -0.410 -1.029 -0.370 -0.23
H 21.74552 24.04873 20.07248 -0.961 0.324 0.949 0.12
N 13.40155 23.76299 17.04794 0.344 -1.731 -1.315 -0.30
H 20.44580 17.99697 15.51021 -0.771 0.107 0.885 0.13
C 18.42230 17.14211 18.11800 -1.606 -0.696 0.130 -0.20
H 13.37652 19.67358 32.78355 -1.626 0.553 -1.308 0.11
F 17.37388 19.94987 19.94042 0.190 -0.993 0.277 0.11
H 21.27284 21.26379 24.51295 0.184 0.135 0.732 0.12
H 24.70236 17.45741 24.62024 -0.346 0.465 0.265 0.06
H 18.85821 21.77494 29.04934 0.727 -0.057 -0.018 0.09
H 15.98638 18.90875 25.88116 -0.158 -0.472 -0.592 0.10
H 21.24879 12.80418 30.12438 -0.176 -0.393 -0.269 0.10
C 19.24684 21.89450 23.20737 -0.152 -0.297 -0.054 -0.14
F 16.99682 21.04847 17.98560 0.456 0.246 -0.657 0.12
H 19.96552 24.24179 20.28515 -0.299 -0.552 0.499 0.07
C 19.71336 19.28529 32.28564 0.163 2.289 2.373 -0.28
H 28.89114 11.30034 20.17602 -0.949 -0.516 0.201 0.08
H 19.49248 14.93430 30.61230 0.458 -0.178 0.405 0.10
H 28.03299 17.38924 15.92587 -0.054 0.268 -0.054 0.10
H 21.24557 9.54436 27.27429 -0.420 -0.271 -0.355 0.07
H 26.29371 15.91996 23.23684 -0.321 0.616 -0.438 0.12
H 19.68642 11.10404 28.01149 -0.058 0.295 0.088 0.10
H 16.34728 23.82838 18.78928 0.349 -0.319 0.232 0.11
H 12.05802 20.74875 33.02040 -0.752 0.196 0.117 0.07
H 15.17162 17.88216 28.56136 0.430 0.654 -1.154 0.13
C 21.11672 12.42596 29.09134 -0.109 0.674 -0.168 -0.24
H 20.39982 17.61864 31.17249 1.027 -0.017 -1.180 0.05
H 24.83483 14.25984 22.61815 -0.422 0.981 1.684 0.07
H 22.81214 22.91576 21.62875 0.099 0.305 -0.308 0.14
H 19.60113 21.12541 16.98176 -0.337 -0.598 -0.344 0.13
C 27.06938 17.02617 16.28269 1.110 -0.344 1.235 -0.24
C 16.94070 13.56105 30.92137 1.819 0.320 -0.346 -0.09
C 14.55882 23.32506 17.90288 -0.177 -0.832 0.948 -0.11
H 17.23085 19.81745 27.34434 -0.736 0.538 1.133 0.11
C 21.69940 15.33563 28.27433 1.879 -0.181 -0.705 -0.21
```
Forces are in eV/Å.